Computed, not measured: 9 unconnected molecules or ions with the total composition C2H22N4O9 in a non-equilibrium geometry, with ωB97M-V with the def2-TZVPD basis set.

Bonds (Å) are listed after each position.
Cartesian coordinates (Å):
1 N 0.32215 3.64424 0.60104  C5 1.337, H17 1.010, H30 1.010
2 H -5.21270 0.63846 -1.45744  O27 0.957
3 H 1.86212 0.40693 -3.74793  O25 0.957
4 H 3.95385 0.43828 2.28768  O12 0.957
5 C 0.36081 3.37106 -0.70764  N1 1.337, N10 1.315, O29 1.274
6 O -1.24142 -4.06152 -3.82206  H8 0.957, H36 0.957
7 O -1.08840 -1.13853 0.04952  H16 0.957, H35 0.957
8 H -1.78708 -4.25819 -3.06061  O6 0.957
9 H 2.41285 1.02121 -5.01728  O25 0.957
10 N 1.58737 3.55191 -1.14562  C5 1.315, H11 1.010, H18 1.010
11 H 2.22675 4.12040 -0.60886  N10 1.010
12 O 3.57180 0.12298 1.46862  H4 0.957, H34 0.957
13 O 2.72939 -1.06677 -1.63821  H19 0.957, H21 0.957
14 H 0.12058 -1.17050 3.11498  N15 1.010
15 N -0.11254 -1.52094 4.03310  H14 1.010, C20 1.301, H22 1.010
16 H -1.52955 -1.26114 -0.79107  O7 0.957
17 H -0.52753 3.82550 1.11610  N1 1.010
18 H 1.91724 3.36268 -2.08129  N10 1.010
19 H 3.03907 -0.79187 -0.77521  O13 0.957
20 C 0.01851 -0.77264 5.08925  N15 1.301, N26 1.289, O32 1.182
21 H 3.51985 -1.34974 -2.09791  O13 0.957
22 H -0.09729 -2.52754 4.11452  N15 1.010
23 H -4.59633 -5.06546 -1.33425  O37 0.957
24 H 0.26084 1.20428 5.41812  N26 1.010
25 O 1.61559 0.64869 -4.64068  H3 0.957, H9 0.957
26 N 0.29857 0.44111 4.75764  C20 1.289, H24 1.010, H28 1.010
27 O -4.91515 1.53385 -1.61863  H2 0.957, H33 0.957
28 H 0.46706 0.67008 3.78849  N26 1.010
29 O -0.67445 3.02842 -1.36618  C5 1.274
30 H 1.07694 4.12128 1.07309  N1 1.010
31 H -4.51238 -3.66681 -1.90752  O37 0.957
32 O -0.07810 -1.05568 6.23257  C20 1.182
33 H -4.19334 1.66136 -1.00304  O27 0.957
34 H 3.86756 0.75016 0.80876  O12 0.957
35 H -0.30602 -0.62927 -0.16209  O7 0.957
36 H -0.37832 -3.86923 -3.45557  O6 0.957
37 O -3.97830 -4.35705 -1.51438  H23 0.957, H31 0.957

Computed properties:
**Energy relative to the best compared isomer or geometry (same formula, charge and spin)**: 49.67 kcal/mol
**Highest occupied orbital energy**: -0.357 hartree
**Electronic energy**: -985.59653 a.u.
**2S+1**: 1